22
Properties=species:S:1:pos:R:3:lowdin_charge:R:1 method="wB97M-V/def2-TZVPD" fmax_ev_per_a=4.2 homo_energy_ev=-8.94 de_lowest_kcal_mol=19.9 gap_ev=7.84
H 1.546 -3.093 -0.087 0.057
N 0.730 -2.525 0.182 0.132
C 0.996 -1.354 0.536 -0.590
N 2.329 -0.953 0.644 -0.125
S 2.659 0.543 0.436 0.694
C 2.434 1.202 -1.253 -0.103
O 2.360 1.587 1.388 -0.274
O 4.205 0.408 0.425 -0.287
N 4.858 -0.808 -0.043 0.075
O 4.167 -1.300 -0.872 0.039
N -0.019 -0.434 0.858 0.018
C -1.403 -0.725 0.634 -0.309
C -2.313 0.453 0.479 -0.096
H 3.307 1.865 -1.380 0.071
H 2.333 0.525 -2.095 0.073
H 1.674 1.972 -1.021 0.067
H 0.311 0.105 1.649 0.120
H -1.861 -1.390 1.395 0.123
H -1.506 -1.320 -0.232 0.092
H -2.773 0.787 1.440 0.086
H -1.736 1.118 -0.178 0.082
H -3.195 0.048 0.041 0.056

37
Properties=species:S:1:pos:R:3:lowdin_charge:R:1 method="wB97M-V/def2-TZVPD" fmax_ev_per_a=0.6 homo_energy_ev=-8.45 de_lowest_kcal_mol=12.9 gap_ev=7.49
Pb -1.666 -0.234 -1.234 1.638
O -0.526 -2.792 2.197 0.084
C -0.418 -2.042 1.250 -0.607
O -1.382 -1.394 0.662 -0.268
C 1.362 -1.090 -0.555 -0.418
O 2.643 -1.622 -0.499 0.076
O 0.865 -0.497 -1.477 0.016
C 2.955 -3.502 3.241 -0.160
Si 2.859 -3.955 1.424 0.582
C 4.514 -4.287 0.602 -0.173
C 1.627 -5.327 1.080 -0.159
C 2.113 -2.407 0.599 -0.078
C 0.915 -1.788 0.651 -0.031
H 3.374 -4.324 3.824 0.036
H 1.950 -3.292 3.613 0.036
H 3.573 -2.619 3.409 0.038
H 5.006 -5.141 1.071 0.034
H 5.186 -3.430 0.675 0.036
H 4.384 -4.518 -0.457 0.036
H 1.953 -6.256 1.551 0.037
H 1.519 -5.514 0.010 0.038
H 0.648 -5.064 1.485 0.029
O -1.585 3.660 -3.171 0.061
C -2.366 4.455 -2.410 -0.264
C -2.823 5.637 -2.990 -0.017
C -3.626 6.503 -2.276 -0.081
C -3.978 6.214 -0.961 -0.090
C -3.521 5.050 -0.379 -0.023
C -2.721 4.151 -1.086 -0.073
C -2.311 2.898 -0.370 -0.558
O -2.462 2.755 0.821 0.080
O -1.751 1.962 -1.138 -0.357
H -1.418 2.857 -2.646 0.063
H -2.532 5.847 -4.011 0.117
H -3.985 7.408 -2.749 0.104
H -4.601 6.899 -0.400 0.099
H -3.773 4.801 0.643 0.118

11
Properties=species:S:1:pos:R:3:lowdin_charge:R:1 method="wB97M-V/def2-TZVPD" fmax_ev_per_a=3.6 homo_energy_ev=-9.07 de_lowest_kcal_mol=26.5 smiles=NCCO gap_ev=9.97
N 1.660 -0.472 -0.067 -0.036
C 0.659 0.579 0.287 -0.259
C -0.816 0.566 -0.200 -0.303
O -1.530 -0.610 -0.025 -0.100
H 2.053 -0.419 -1.043 0.077
H 1.346 -1.449 0.113 0.068
H 1.058 1.518 -0.060 0.098
H 0.732 0.564 1.360 0.091
H -0.805 0.673 -1.262 0.101
H -1.239 1.519 0.143 0.110
H -1.581 -1.090 0.897 0.153

90
Properties=species:S:1:pos:R:3:lowdin_spin:R:1 method="wB97M-V/def2-TZVPD" fmax_ev_per_a=2.7 multiplicity=5 homo_energy_ev="-10.40 / -10.64" de_lowest_kcal_mol=0.0 charge=+1 gap_ev="7.15 / 5.21"
Ir 0.604 -0.170 -0.485 2.232
N 2.791 -2.401 -2.566 0.264
C 2.244 -2.845 -1.384 0.021
N 2.426 -4.087 -0.988 0.079
N 1.703 -4.146 0.157 0.018
N 1.245 -2.964 0.461 0.062
N 1.530 -2.111 -0.525 0.140
C 2.810 -1.166 -3.074 0.095
N 3.469 -0.882 -4.235 0.120
N 3.237 0.356 -4.453 0.090
N 2.497 0.853 -3.482 0.168
N 2.192 -0.061 -2.611 0.157
H 3.259 -3.081 -3.182 0.002
S -1.004 -2.596 4.563 0.000
C -1.855 -3.257 5.881 0.000
C -3.095 -3.682 5.519 0.000
C -3.417 -3.400 4.180 0.000
C -2.351 -2.834 3.516 0.000
C -2.178 -2.466 2.092 0.002
C -1.346 -1.475 1.650 0.014
N -1.097 -1.189 0.402 0.095
C -1.810 -1.810 -0.557 0.016
C -2.727 -2.861 -0.218 0.003
C -3.487 -3.466 -1.277 0.000
C -3.371 -3.074 -2.576 0.001
C -2.436 -2.048 -2.927 0.002
C -2.380 -1.507 -4.258 0.003
C -1.599 -0.398 -4.458 0.002
C -0.771 0.075 -3.383 0.014
N -0.802 -0.505 -2.212 0.090
C -1.672 -1.450 -1.931 0.014
C -1.607 0.302 -5.733 0.001
C -1.048 1.498 -6.083 0.000
C -1.292 1.828 -7.435 0.000
C -2.087 0.920 -8.053 0.000
S -2.563 -0.306 -7.022 0.000
C -2.836 -3.210 1.130 0.002
H -1.339 -3.439 6.810 0.000
H -3.731 -4.056 6.292 0.000
H -4.354 -3.558 3.621 0.000
H -0.787 -0.845 2.311 0.003
H -4.178 -4.292 -0.955 0.000
H -4.006 -3.587 -3.340 0.000
H -2.901 -2.080 -5.046 0.000
H -0.119 0.949 -3.535 0.001
H -0.412 2.133 -5.478 0.000
H -0.806 2.683 -7.883 0.000
H -2.450 0.839 -9.068 0.000
H -3.385 -4.101 1.442 0.000
C 4.147 0.158 0.071 0.007
C 3.584 1.595 0.057 0.014
C 4.561 2.531 0.814 0.004
P 1.804 1.666 0.596 0.120
C 1.619 1.463 2.407 0.021
C 2.296 2.451 3.352 0.005
C 1.990 0.039 2.892 0.015
C 1.002 3.219 0.220 0.024
C 1.959 4.434 0.019 0.005
C 0.020 3.110 -0.988 0.030
H 5.151 0.034 -0.312 0.000
H 3.483 -0.416 -0.571 0.004
H 4.218 -0.274 1.122 0.000
H 3.515 1.984 -0.958 0.000
H 4.928 1.991 1.678 0.000
H 4.081 3.428 1.113 0.000
H 5.390 2.831 0.167 0.001
H 0.524 1.568 2.468 0.002
H 3.376 2.371 3.491 0.000
H 1.908 2.271 4.351 0.001
H 2.130 3.514 3.073 0.000
H 3.064 -0.056 2.906 0.000
H 1.676 -0.809 2.240 0.009
H 1.622 -0.201 3.889 0.000
H 0.367 3.328 1.120 0.000
H 2.523 4.295 -0.908 0.000
H 2.632 4.587 0.839 0.000
H 1.355 5.351 -0.039 0.001
H 0.567 2.863 -1.899 0.001
H -0.405 4.091 -1.229 0.002
H -0.787 2.434 -0.814 0.015
C -1.995 2.078 4.795 0.000
S -2.795 2.058 3.161 0.000
C -3.623 0.459 3.395 0.000
O -1.724 1.767 2.143 0.003
H -2.723 2.154 5.570 0.000
H -1.300 2.939 4.887 0.000
H -1.466 1.150 4.922 0.000
H -4.455 0.609 4.105 0.000
H -2.932 -0.255 3.833 0.000
H -3.993 0.159 2.412 0.000

81
Properties=species:S:1:pos:R:3:lowdin_spin:R:1 method="wB97M-V/def2-TZVPD" fmax_ev_per_a=0.7 multiplicity=6 homo_energy_ev="-2.03 / -2.13" de_lowest_kcal_mol=16.9 charge=-2 gap_ev="5.94 / 5.46"
Fe 0.475 -0.650 -1.195 3.693
S -1.988 -7.784 -2.166 0.079
C -1.315 -6.383 -1.648 0.027
S 0.280 -5.872 -2.034 -0.017
C 0.195 -4.209 -1.431 0.120
C -0.981 -3.925 -0.699 0.143
S -1.425 -2.456 -0.054 0.318
S -2.074 -5.303 -0.541 -0.008
S 1.448 -3.174 -1.766 0.353
S 4.082 -0.067 -0.751 0.001
C 3.241 1.118 -1.606 0.001
N 1.944 1.244 -1.822 0.032
C 1.638 2.323 -2.628 0.002
C 0.358 2.682 -3.054 0.000
C 0.188 3.804 -3.848 0.000
C 1.277 4.579 -4.246 0.000
C 2.559 4.225 -3.851 0.000
C 2.728 3.106 -3.047 0.001
S 4.181 2.421 -2.402 0.003
H -0.485 2.067 -2.777 0.000
H -0.811 4.077 -4.168 0.000
H 1.126 5.450 -4.873 0.000
H 3.418 4.804 -4.170 0.000
C 0.182 2.104 6.415 0.000
C -0.410 2.598 5.094 0.001
C 0.174 3.986 4.792 0.000
C -1.929 2.720 5.271 0.000
C -0.085 1.657 3.933 0.005
C -0.661 1.872 2.681 0.000
C -0.298 1.076 1.623 0.006
Br -1.150 1.325 -0.065 0.036
C 0.665 0.035 1.686 0.011
O 1.057 -0.585 0.628 0.069
C 1.151 -0.257 2.985 0.005
C 0.787 0.580 4.040 0.000
C 2.020 -1.485 3.318 0.001
C 1.257 -2.345 4.340 0.000
C 3.349 -1.018 3.930 0.000
C 2.352 -2.388 2.124 0.003
H -0.095 2.792 7.219 0.000
H 1.271 2.060 6.372 0.000
H -0.194 1.112 6.671 0.000
H -0.085 4.699 5.582 0.000
H -0.204 4.368 3.843 0.000
H 1.262 3.930 4.718 0.000
H -2.164 3.360 6.128 0.000
H -2.374 1.738 5.439 0.000
H -2.402 3.156 4.390 0.000
H -1.393 2.653 2.519 0.001
H 1.212 0.358 5.010 0.000
H 1.043 -1.797 5.260 0.000
H 1.848 -3.229 4.598 0.000
H 0.309 -2.678 3.913 0.000
H 3.199 -0.433 4.840 0.000
H 3.894 -0.404 3.211 0.000
H 3.968 -1.885 4.183 0.000
H 1.452 -2.787 1.655 0.002
H 2.953 -3.227 2.492 0.000
H 2.915 -1.861 1.356 0.001
C -3.231 -2.788 -3.325 0.002
N -3.610 -1.413 -3.611 0.002
C -4.915 -1.119 -3.059 0.000
C -2.612 -0.468 -3.106 0.007
C -1.312 -0.514 -3.881 0.016
C -1.408 -0.414 -5.275 0.001
C -0.278 -0.459 -6.069 0.009
C 0.967 -0.596 -5.458 0.001
C 1.048 -0.668 -4.078 0.021
C -0.080 -0.627 -3.225 0.038
H -3.936 -3.471 -3.804 0.000
H -3.221 -2.997 -2.245 0.002
H -2.232 -2.982 -3.719 0.000
H -5.627 -1.885 -3.376 0.000
H -5.267 -0.151 -3.424 0.000
H -4.917 -1.093 -1.955 0.000
H -2.403 -0.643 -2.039 0.007
H -3.059 0.530 -3.198 0.000
H -2.390 -0.315 -5.726 0.000
H -0.362 -0.393 -7.148 0.001
H 1.869 -0.641 -6.060 0.000
H 2.037 -0.769 -3.637 0.002

57
Properties=species:S:1:pos:R:3:lowdin_charge:R:1 method="wB97M-V/def2-TZVPD" fmax_ev_per_a=1.0 homo_energy_ev=-9.27 de_lowest_kcal_mol=22.8 smiles="CC(=O)N1CCN(S(=O)(=O)c2cccc(C(=O)N[C@H]3CC[C@@H](C)CC3)c2)CC1" gap_ev=9.64
C 2.609 3.265 3.928 0.004
C 2.737 1.936 4.641 -0.502
O 2.107 1.684 5.649 0.050
N 3.629 1.050 4.124 -0.068
C 4.264 1.128 2.829 -0.121
C 3.581 0.144 1.872 -0.171
N 3.654 -1.180 2.442 -0.231
S 3.358 -2.448 1.401 0.668
O 4.089 -2.188 0.199 -0.272
O 3.607 -3.658 2.126 -0.278
C 1.599 -2.317 1.074 -0.253
C 0.710 -3.060 1.826 -0.052
C -0.651 -2.864 1.651 -0.050
C -1.106 -1.924 0.739 -0.018
C -0.204 -1.181 -0.017 -0.115
C -0.638 -0.101 -0.962 -0.448
O -0.034 0.950 -1.044 0.076
N -1.738 -0.394 -1.685 0.108
C -2.309 0.510 -2.663 -0.314
C -3.767 0.817 -2.323 -0.142
C -4.355 1.788 -3.343 -0.166
C -4.252 1.262 -4.779 -0.380
C -5.209 0.100 -5.037 -0.067
C -2.798 0.894 -5.092 -0.166
C -2.209 -0.077 -4.071 -0.139
C 1.161 -1.382 0.160 0.001
C 3.036 -1.281 3.745 -0.168
C 3.708 -0.282 4.690 -0.110
H 1.933 3.890 4.507 0.085
H 3.574 3.761 3.855 0.084
H 2.194 3.131 2.932 0.083
H 4.215 2.137 2.426 0.116
H 5.314 0.838 2.944 0.135
H 4.095 0.110 0.911 0.123
H 2.535 0.455 1.717 0.131
H 1.097 -3.780 2.528 0.116
H -1.358 -3.434 2.234 0.110
H -2.168 -1.752 0.637 0.115
H -2.147 -1.312 -1.615 0.143
H -1.714 1.427 -2.604 0.152
H -3.824 1.255 -1.324 0.119
H -4.341 -0.112 -2.314 0.112
H -3.813 2.734 -3.276 0.119
H -5.400 1.986 -3.099 0.113
H -4.542 2.077 -5.453 0.134
H -5.141 -0.218 -6.075 0.079
H -6.234 0.409 -4.843 0.079
H -4.988 -0.754 -4.406 0.065
H -2.197 1.806 -5.091 0.119
H -2.737 0.456 -6.090 0.114
H -1.162 -0.271 -4.311 0.121
H -2.742 -1.029 -4.107 0.113
H 1.872 -0.820 -0.424 0.126
H 3.179 -2.304 4.090 0.122
H 1.959 -1.058 3.691 0.136
H 3.200 -0.268 5.655 0.125
H 4.760 -0.549 4.822 0.134